Below is C7H11N9O2Se2V as an isolated structure, with properties calculated with the ωB97M-V functional and the def2-TZVPD basis.

Each line ends with the Mulliken charge.
Geometry (Å):
1 H 1.58 1.30 -3.75  0.315
2 H 2.92 -0.82 -3.24  0.364
3 Se 1.82 -0.18 0.54  -0.365
4 N 0.30 -0.21 5.57  -0.533
5 C 0.70 0.71 -3.50  -1.031
6 C -2.54 0.90 3.62  0.350
7 H 2.67 0.93 -1.58  0.491
8 C -0.25 -0.94 -1.88  -1.579
9 C 1.03 -0.25 -2.36  2.020
10 H 0.02 -1.78 -1.24  0.477
11 N -2.18 0.82 2.33  0.161
12 C -0.45 0.08 4.54  0.348
13 O 1.60 -2.31 -3.69  -0.565
14 H -2.10 0.66 5.60  0.203
15 H -0.28 0.67 -5.19  0.306
16 H 1.05 1.50 -1.14  0.520
17 H 0.65 -2.35 -3.59  0.371
18 H -0.82 -1.31 -2.73  0.488
19 N 1.40 -0.60 3.74  -0.365
20 N -3.77 1.34 3.78  -0.529
21 V -0.48 0.18 1.48  0.807
22 N 1.47 -0.64 5.01  -0.638
23 H -0.08 1.38 -3.12  0.480
24 N -1.73 0.56 4.67  -0.073
25 N -3.31 1.25 1.66  -0.357
26 N -4.21 1.55 2.51  -0.644
27 C 1.66 0.62 -1.27  -1.745
28 N 0.16 -0.13 3.36  0.165
29 C 2.06 -1.31 -2.77  -0.950
30 Se -1.52 0.17 -0.82  -0.386
31 H 2.40 -1.79 -1.85  0.393
32 O 0.23 0.03 -4.68  -0.497

Output
* calculated total energy: -181323.6544 eV
* spin multiplicity: 2
* charge: -2
* molar mass: 462.09 g mol⁻¹
* HOMO (alpha / beta): -0.7 / -0.2 eV
* LUMO (alpha / beta): 0.1752 / 0.1752 Eh
* HOMO-LUMO gap (alpha / beta): 5.5 / 5.0 eV

***

Below is an isolated molecule of C7H11NO, with properties calculated with the ωB97M-V functional and the def2-TZVPD basis.

Each line ends with the Mulliken charge.
Geometry (Å):
1 H 2.11 0.95 0.39  0.167
2 C -2.34 -0.13 -0.05  -0.282
3 H 2.89 -1.27 0.66  0.258
4 O -1.88 -1.22 -0.61  -0.341
5 H 1.32 1.39 -1.43  0.430
6 H 0.34 -0.43 2.24  0.272
7 C -0.09 1.89 -0.03  -0.777
8 H -0.02 2.29 0.93  0.386
9 N 2.10 -1.31 -0.23  -0.479
10 C 0.86 -0.47 -0.18  0.130
11 C -1.04 0.65 0.23  -0.228
12 H -0.58 2.56 -0.90  0.253
13 H 2.58 -1.57 -0.88  0.104
14 C -0.07 -0.43 1.07  -0.193
15 H -0.80 0.24 -0.75  0.410
16 C 1.16 1.02 -0.48  -0.656
17 H -3.09 0.23 -0.79  0.300
18 H -0.11 -2.50 -0.17  0.359
19 C -0.70 -1.46 0.06  -0.420
20 H -2.64 -0.44 0.92  0.308

Output
* calculated total energy: -10964.4946 eV
* charge: 0
* SMILES: N[C@@]12CC[C@H]3CO[C@@H]1[C@H]32
* molar mass: 125.17 g mol⁻¹
* HOMO: -7.8 eV
* LUMO: 0.0356 Eh
* HOMO-LUMO gap: 8.7 eV

***

Below is an isolated molecule of C7H11NO, with properties calculated with the ωB97M-V functional and the def2-TZVPD basis.

Each line ends with the Mulliken charge.
Geometry (Å):
1 H 0.05 -1.44 1.78  0.342
2 H 0.73 -1.54 -1.10  0.315
3 C 0.99 -1.18 -0.15  -0.662
4 C -1.78 -0.02 -0.45  -0.407
5 H 2.42 1.96 -0.51  0.402
6 C -1.01 -0.02 0.78  0.349
7 C -0.21 -1.32 0.75  -0.979
8 H -1.63 0.20 1.72  0.429
9 N 1.21 0.38 0.03  0.018
10 H 3.28 0.72 0.36  0.314
11 H 2.76 0.61 -1.42  0.369
12 H -1.25 -0.36 -1.25  0.246
13 O 0.42 2.32 0.79  -0.636
14 H -3.49 0.74 0.27  0.297
15 H -0.81 -2.17 0.55  0.470
16 C 0.30 1.14 0.59  0.610
17 H -3.35 0.43 -1.62  0.327
18 C 2.50 0.90 -0.45  -1.181
19 C -3.04 0.42 -0.64  -1.002
20 H 1.90 -1.76 -0.01  0.380

Output
* calculated total energy: -10972.9150 eV
* charge: 0
* SMILES: C=C[C@H]1CCN(C)C1=O
* molar mass: 125.17 g mol⁻¹
* HOMO: -8.8 eV
* LUMO: 0.0306 Eh
* HOMO-LUMO gap: 9.6 eV

***

Below is an isolated molecule of C7H11NO2, with properties calculated with the ωB97M-V functional and the def2-TZVPD basis.

Each line ends with the Mulliken charge.
Geometry (Å):
1 H 0.14 2.61 -0.54  0.398
2 H 0.10 1.71 -2.74  0.300
3 C 0.01 -0.37 0.55  0.779
4 O -0.11 -0.23 3.87  -0.549
5 H -1.30 -1.79 -0.56  0.390
6 C 0.26 -1.23 1.81  -1.138
7 H 1.25 -1.18 2.25  0.385
8 H 0.47 -1.70 -0.96  0.264
9 C -0.50 -1.09 -0.69  -0.573
10 H 0.10 -2.29 1.58  0.394
11 H 0.90 1.19 1.51  0.391
12 H -1.70 0.52 -1.55  0.405
13 N -0.67 -0.72 2.86  0.953
14 H 1.24 0.34 -2.50  0.317
15 C 0.56 0.87 0.51  -0.604
16 O -1.85 -0.84 2.64  -0.549
17 H 1.72 1.93 -0.73  0.379
18 C 0.41 0.95 -2.04  -0.614
19 H -0.93 -0.44 -2.76  0.354
20 C -0.80 0.03 -1.80  -0.876
21 C 0.70 1.72 -0.71  -0.807

Output
* calculated total energy: -13018.6264 eV
* charge: 0
* SMILES: O=[N+]([O-])CC1=CCCCC1
* molar mass: 141.17 g mol⁻¹
* HOMO: -9.3 eV
* LUMO: 0.0139 Eh
* HOMO-LUMO gap: 9.7 eV

***

Below is an isolated molecule of C7H11NO2S, with properties calculated with the ωB97M-V functional and the def2-TZVPD basis.

Each line ends with the Mulliken charge.
Geometry (Å):
1 C -2.45 0.39 0.64  0.620
2 C -0.78 -1.87 -0.71  -1.673
3 H 0.93 0.87 0.11  0.672
4 H -1.06 1.74 2.85  0.176
5 H 1.98 0.76 2.98  0.316
6 C 0.02 1.72 2.96  -0.467
7 H -0.85 0.26 -2.85  0.406
8 C -0.04 0.31 -2.15  -1.454
9 S 0.11 -0.69 1.86  0.514
10 C -0.55 -0.29 -0.81  1.140
11 H 0.22 1.43 -2.01  0.345
12 O 1.01 -1.76 2.17  -0.666
13 H 0.75 -0.29 -2.33  0.410
14 H 0.15 -2.26 -0.91  0.453
15 H 0.21 2.65 3.45  0.279
16 H -1.29 -2.13 0.17  0.480
17 C 0.64 -0.12 0.18  -1.422
18 O -3.26 0.64 1.45  -0.488
19 C 0.84 0.72 2.72  -0.247
20 H -1.51 -2.14 -1.42  0.459
21 H 1.41 -0.71 -0.19  0.577
22 N -1.75 0.40 -0.35  -0.432

Output
* calculated total energy: -23854.6769 eV
* charge: 0
* molar mass: 173.24 g mol⁻¹
* HOMO: -9.3 eV
* LUMO: 0.0269 Eh
* HOMO-LUMO gap: 10.0 eV

***

Below is a 2-piece molecular cluster, C7H11NO2S overall, with properties calculated with the ωB97M-V functional and the def2-TZVPD basis.

Each line ends with the Mulliken charge.
Geometry (Å):
1 H -0.62 0.74 -3.12  0.327
2 H -2.05 -1.82 2.10  0.329
3 H 2.78 -0.71 1.71  0.309
4 S 0.23 2.77 0.87  -0.240
5 C 2.49 -0.63 0.67  -1.286
6 H 2.81 1.57 0.46  0.348
7 H 0.15 0.62 1.87  0.423
8 H -3.38 -1.68 0.10  0.371
9 C -2.63 -1.06 -0.33  -0.408
10 C -0.99 -0.04 -1.39  0.416
11 C -1.53 -0.93 0.50  0.206
12 H 0.41 2.60 -0.42  0.058
13 H 3.27 -1.15 0.07  0.335
14 O -0.18 0.60 -2.28  -0.398
15 H 1.60 -1.17 0.58  0.321
16 N -0.52 -0.36 -0.16  0.101
17 C -2.33 -0.41 -1.48  -0.937
18 O -1.24 -1.60 1.70  -0.403
19 C 1.94 0.77 0.37  -0.194
20 H 1.84 1.03 -0.71  0.264
21 H -2.92 -0.40 -2.39  0.355
22 C 0.86 1.26 1.28  -0.298

Output
* calculated total energy: -23853.1136 eV
* charge: 0
* molar mass: 173.24 g mol⁻¹
* HOMO (alpha / beta): -8.5 / -6.6 eV
* LUMO (alpha / beta): 0.0134 / -0.0590 Eh
* HOMO-LUMO gap (alpha / beta): 8.9 / 5.0 eV

***

Below is an isolated molecule of C7H11NO3, with properties calculated with the ωB97M-V functional and the def2-TZVPD basis.

Each line ends with the Mulliken charge.
Geometry (Å):
1 H -2.64 -0.85 0.82  0.292
2 O -0.52 3.26 -0.06  -0.607
3 C 2.17 2.15 0.80  -0.900
4 O 1.54 -0.83 0.69  -0.633
5 C -0.18 -2.50 -1.33  -0.860
6 C -0.70 -0.16 0.00  1.195
7 H 2.96 1.45 0.77  0.413
8 C -0.28 2.05 -0.03  0.384
9 C -0.77 -1.01 -1.36  -0.733
10 H -0.70 -3.17 -2.24  0.291
11 H 2.26 3.06 0.05  0.267
12 C -1.58 -0.56 1.17  -1.222
13 C 0.75 0.02 0.35  0.182
14 H -1.92 -0.96 -1.50  0.299
15 H 0.98 -2.51 -1.29  0.263
16 H -0.50 -3.09 -0.32  0.248
17 H -0.42 -0.31 -2.10  0.416
18 O -1.06 1.12 -0.32  -0.334
19 H 2.06 2.45 1.92  0.261
20 N 1.02 1.39 0.30  0.109
21 H -0.97 -1.35 1.79  0.322
22 H -1.51 0.37 1.88  0.345

Output
* calculated total energy: -15069.0153 eV
* charge: 0
* SMILES: CC[C@]1(C)OC(=O)N(C)C1=O
* molar mass: 157.17 g mol⁻¹
* HOMO: -10.2 eV
* LUMO: 0.0243 Eh
* HOMO-LUMO gap: 10.8 eV

***

Below is an isolated molecule of C7H11NO3, with properties calculated with the ωB97M-V functional and the def2-TZVPD basis.

Each line ends with the Mulliken charge.
Geometry (Å):
1 H 3.55 1.56 0.99  0.229
2 H -0.12 1.93 1.16  0.329
3 C 0.66 -0.01 1.41  0.898
4 C 0.38 -1.43 1.30  -0.832
5 C -1.19 0.43 -1.73  0.229
6 C 2.34 1.51 0.75  -0.651
7 H -2.44 -0.70 -2.61  0.467
8 H -1.34 0.74 1.69  0.340
9 H 0.24 -1.06 -2.13  0.263
10 C -0.54 -0.97 -1.34  0.574
11 H 2.01 1.62 -0.35  0.224
12 H 1.98 2.42 1.30  0.319
13 H -1.94 -2.48 -0.81  0.233
14 H -1.13 -2.68 -2.17  0.219
15 H 0.04 1.29 2.84  0.440
16 H 0.27 -2.35 1.91  0.315
17 C 0.04 -0.99 0.08  -0.258
18 O -0.67 1.43 -1.40  -0.486
19 O 2.00 0.35 1.36  -0.373
20 O -2.29 0.31 -2.44  -0.537
21 C -0.29 1.13 1.85  -1.277
22 N -1.57 -2.04 -1.67  -0.664

Output
* calculated total energy: -15065.7107 eV
* charge: 0
* SMILES: CO[C@]1(C)C=C1[C@@H](N)C(=O)O
* molar mass: 157.17 g mol⁻¹
* HOMO: -8.5 eV
* LUMO: 0.0194 Eh
* HOMO-LUMO gap: 9.0 eV

***

Below is an isolated molecule of C7H11NO3, with properties calculated with the ωB97M-V functional and the def2-TZVPD basis.

Each line ends with the Mulliken charge.
Geometry (Å):
1 C 2.53 -1.06 -0.47  -1.050
2 C -0.65 2.80 0.41  -0.692
3 N -2.21 -0.99 -0.25  -0.300
4 H 3.40 -0.57 -0.09  0.336
5 H 0.22 -2.55 0.14  0.253
6 H -0.57 3.21 -0.61  0.337
7 C -3.40 -0.84 -0.24  0.526
8 H -1.44 3.26 0.99  0.247
9 O 0.46 1.24 -1.28  -0.607
10 C 0.06 -1.44 0.42  -0.853
11 H -0.56 -1.29 1.29  0.392
12 C 1.44 -0.85 0.71  -0.409
13 C -0.46 0.78 -0.64  0.374
14 H 2.80 -2.09 -0.70  0.344
15 H 1.73 -1.35 1.65  0.421
16 O -4.55 -0.65 -0.14  -0.500
17 H 0.34 2.91 0.98  0.252
18 H -0.63 -1.14 -1.59  0.348
19 H 1.31 0.23 1.07  0.172
20 O -1.14 1.47 0.23  -0.281
21 C -0.86 -0.73 -0.61  0.441
22 H 2.18 -0.35 -1.28  0.247

Output
* calculated total energy: -15069.1803 eV
* charge: 0
* SMILES: CCC[C@@H](N=C=O)C(=O)OC
* molar mass: 157.17 g mol⁻¹
* HOMO: -10.2 eV
* LUMO: 0.0269 Eh
* HOMO-LUMO gap: 10.9 eV

***

Below is a 2-piece molecular cluster, C7H11NO4S overall, with properties calculated with the ωB97M-V functional and the def2-TZVPD basis.

Each line ends with the Mulliken charge.
Geometry (Å):
1 C 1.85 -1.02 -0.34  -0.562
2 H -2.78 -1.15 -2.04  0.326
3 C 0.82 -0.41 1.79  -0.799
4 H -1.17 0.83 2.84  0.248
5 H 1.49 0.50 1.89  0.251
6 C 0.44 -1.05 -1.04  -0.528
7 O -2.97 -0.49 -1.34  -0.484
8 H 1.04 -2.49 1.18  0.288
9 C -0.56 -0.28 -0.26  -0.191
10 H -2.12 0.95 1.53  0.176
11 C 1.61 -1.52 1.12  -0.737
12 S -1.80 0.74 -1.27  0.451
13 C -0.51 3.41 -1.58  0.766
14 C -0.42 0.02 1.16  0.483
15 O -1.16 0.92 -2.56  -0.578
16 H 0.62 -0.60 2.80  0.556
17 H 2.41 -1.51 1.81  0.335
18 N -1.22 0.90 1.83  -0.472
19 H 2.42 -1.89 -0.91  0.254
20 H 2.26 0.04 -0.32  0.313
21 H 0.48 -0.57 -2.06  0.351
22 O 0.35 3.31 -2.29  -0.329
23 O -1.39 3.55 -0.87  -0.387
24 H 0.30 -2.20 -1.10  0.270

Output
* calculated total energy: -27948.2624 eV
* spin multiplicity: 3
* charge: 0
* molar mass: 205.23 g mol⁻¹
* HOMO (alpha / beta): -5.1 / -9.4 eV
* LUMO (alpha / beta): 0.0232 / -0.0541 Eh
* HOMO-LUMO gap (alpha / beta): 5.7 / 7.9 eV

***

Below is C7H11NOP as an isolated structure, with properties calculated with the ωB97M-V functional and the def2-TZVPD basis.

Each line ends with the Mulliken charge.
Geometry (Å):
1 H -2.88 0.12 -1.58  0.395
2 H 4.66 0.85 0.93  0.346
3 H -1.03 0.90 1.21  0.316
4 H 3.57 0.10 -0.84  0.328
5 C -0.31 0.43 0.50  -0.106
6 H -0.64 -1.98 -1.73  0.417
7 H 3.97 -1.14 0.46  0.354
8 C 3.34 -0.26 0.12  -0.587
9 H -2.81 1.84 0.58  0.095
10 C 1.26 -1.30 -0.98  -0.543
11 N -0.86 -0.39 -0.38  -0.046
12 C 1.85 -0.40 -0.08  0.624
13 H -4.61 0.72 0.15  0.130
14 H -2.93 -1.34 -0.51  0.395
15 C 1.11 0.47 0.68  -0.596
16 C -0.12 -1.27 -1.11  -0.212
17 H 1.99 -2.01 -1.59  0.313
18 P -3.45 0.61 0.95  -0.069
19 H 1.52 1.27 1.28  0.439
20 C -2.71 -0.26 -0.52  -0.477
21 O 3.66 0.80 0.92  -0.515

Output
* calculated total energy: -20254.5365 eV
* charge: +1
* molar mass: 156.15 g mol⁻¹
* HOMO: -13.8 eV
* LUMO: -0.1334 Eh
* HOMO-LUMO gap: 10.1 eV

***

Below is a 2-piece molecular cluster, C7H11NOS overall, with properties calculated with the ωB97M-V functional and the def2-TZVPD basis.

Each line ends with the Mulliken charge.
Geometry (Å):
1 H -2.76 -2.90 0.59  0.359
2 C 1.89 0.92 0.61  -0.758
3 C 1.52 -0.41 0.08  0.152
4 H -0.70 -1.27 -2.06  0.333
5 H -1.66 -1.61 0.49  -0.265
6 C 2.03 -0.95 -0.99  -1.024
7 N -1.18 0.48 2.10  -0.493
8 H -3.30 -1.28 0.95  0.291
9 H 2.51 1.57 -0.09  0.344
10 C 0.38 2.93 0.25  -0.760
11 H 2.39 0.84 1.48  0.325
12 S -2.90 -1.68 -1.48  0.042
13 H 2.54 -0.39 -1.72  0.280
14 C -2.69 -1.88 0.32  -0.198
15 H -0.66 3.22 0.20  0.334
16 C 0.59 1.73 0.78  0.573
17 H 1.11 3.26 -0.56  0.262
18 H 2.14 -2.01 -1.19  0.299
19 H 0.67 -0.84 0.67  0.272
20 O -1.46 -0.78 -1.92  -0.506
21 C -0.43 1.05 1.47  0.139

Output
* calculated total energy: -21806.4460 eV
* charge: 0
* SMILES: C=CCC(=C)C#N.CSO
* molar mass: 157.24 g mol⁻¹
* HOMO: -8.8 eV
* LUMO: 0.0108 Eh
* HOMO-LUMO gap: 9.0 eV